Entry 1:
This record from the OMol25 dataset describes a structure of composition C38H56BeBr3CaClF6INO13S. The level of theory is wB97M-V/def2-TZVPD.

Net charge: 0
2S+1: 1
E_HOMO: -5.777 eV
E: -12683.5050 Eh

Element x y z (Å)
1 C -0.768 -1.045 3.518
2 C 0.365 -0.540 2.578
3 Br 2.010 -1.026 3.613
4 C 0.332 -1.271 1.152
5 Br 2.020 -2.285 1.011
6 C -0.175 -0.429 -0.042
7 C -1.599 0.022 0.563
8 C -1.621 1.411 1.258
9 O -2.502 1.417 2.380
10 O 0.373 0.793 -0.483
11 C 1.605 1.420 -0.488
12 C 2.172 1.458 -1.966
13 C 1.341 2.125 -3.049
14 O 1.405 1.636 -4.171
15 C 2.831 0.943 0.353
16 C 4.065 1.881 0.413
17 C 5.387 1.131 0.634
18 I 6.929 2.333 -0.313
19 C 1.372 2.931 -0.111
20 F 2.237 3.782 -0.723
21 F 0.158 3.363 -0.499
22 F 1.499 3.153 1.203
23 C -0.646 -1.322 -1.276
24 C -0.831 -0.468 -2.571
25 C -1.766 0.751 -2.579
26 N -3.204 0.452 -2.622
27 C 0.355 -2.380 -1.764
28 C 1.678 -1.833 -2.248
29 C 2.656 -2.955 -2.626
30 S 2.193 -3.631 -4.245
31 O 3.404 -3.736 -5.007
32 O 1.231 -2.802 -5.002
33 O 1.554 -5.048 -4.062
34 O -1.796 -2.022 -0.831
35 C -2.186 -3.168 -1.420
36 O -3.508 -3.357 -0.987
37 F -1.563 -4.381 -0.988
38 C -2.162 -3.227 -2.945
39 C -1.282 -4.116 -3.557
40 C -1.158 -4.243 -4.918
41 C -1.898 -3.452 -5.770
42 C -2.813 -2.575 -5.182
43 C -2.957 -2.479 -3.803
44 H -0.980 -2.109 3.336
45 H -1.667 -0.416 3.477
46 H -0.407 -0.993 4.550
47 H 0.448 0.545 2.540
48 H -0.415 -2.057 1.303
49 H -2.371 0.137 -0.202
50 H -1.979 -0.703 1.287
51 H -0.660 1.821 1.579
52 H -2.038 2.175 0.571
53 H -3.368 1.214 2.000
54 H 3.153 1.959 -1.994
55 H 2.372 0.448 -2.337
56 H 0.737 3.043 -2.958
57 H 2.518 0.746 1.388
58 H 3.198 0.018 -0.116
59 H 3.966 2.540 1.345
60 H 4.221 2.551 -0.451
61 H 5.535 1.088 1.829
62 H 5.361 0.114 0.229
63 H 0.121 -0.122 -2.998
64 H -1.208 -1.167 -3.339
65 H -1.609 1.458 -1.748
66 H -1.530 1.345 -3.481
67 H -3.659 0.906 -1.835
68 H -3.646 0.883 -3.426
69 H -0.085 -2.818 -2.679
70 H 0.507 -3.251 -1.114
71 H 2.219 -1.159 -1.580
72 H 1.494 -1.293 -3.207
73 H 3.642 -2.480 -2.716
74 H 2.706 -3.764 -1.883
75 H 1.878 -5.414 -3.217
76 H -3.713 -4.291 -1.119
77 H -0.658 -4.760 -2.936
78 H -0.451 -4.969 -5.325
79 H -1.761 -3.518 -6.844
80 H -3.421 -1.937 -5.819
81 H -3.702 -1.784 -3.424
82 Be 4.681 4.075 0.846
83 C -7.473 -2.808 0.677
84 C -7.650 -1.756 1.745
85 O -6.615 -0.825 1.435
86 C -6.310 -0.968 0.125
87 O -5.606 -0.228 -0.481
88 O -6.913 -2.063 -0.405
89 H -8.412 -3.272 0.383
90 H -6.768 -3.589 0.971
91 H -8.614 -1.247 1.677
92 H -7.529 -2.150 2.751
93 Cl 4.970 0.633 3.328
94 C 7.760 0.125 4.832
95 C 9.202 0.222 4.435
96 O 9.554 0.714 3.364
97 C 10.225 -0.309 5.400
98 H 7.136 0.546 4.040
99 H 7.484 -0.922 4.981
100 H 7.592 0.690 5.750
101 H 10.057 -1.373 5.572
102 H 10.158 0.238 6.342
103 H 11.223 -0.174 4.985
104 C -3.179 4.148 3.971
105 C -4.233 4.004 3.070
106 C -5.521 4.373 3.444
107 C -5.753 4.887 4.706
108 C -4.699 5.031 5.604
109 C -3.415 4.658 5.236
110 H -2.177 3.859 3.681
111 H -4.049 3.609 2.080
112 H -6.341 4.259 2.746
113 H -6.755 5.178 4.997
114 H -4.883 5.435 6.592
115 H -2.597 4.765 5.938
116 Br 8.577 2.937 3.794
117 F -4.555 1.932 4.403
118 O 0.017 5.442 -4.042
119 H 0.825 5.965 -4.082
120 H -0.094 5.255 -3.103
121 Ca 2.016 -0.971 -5.563
122 F -0.817 -1.520 -7.342

Entry 2:
This record from the OMol25 dataset describes a cluster of 6 separate species, C30H46BN5O9 in total. The level of theory is wB97M-V/def2-TZVPD.

Net charge: 0
2S+1: 1
SMILES string: COB(O)c1ccc2c(c1)C(=O)c1ccccc1C2=O.CN(C)C=O.CN(C)C=O.CN(C)C=O.CN(C)C=O.CN(C)C=O
E_HOMO: -8.748 eV
E: -2146.6394 Eh

Element x y z (Å)
1 C 7.549 0.223 2.742
2 O 7.092 -0.998 2.154
3 B 6.115 -0.867 1.184
4 O 6.351 -1.281 -0.107
5 C 4.727 -0.238 1.588
6 C 4.021 -0.642 2.724
7 C 2.816 -0.040 3.068
8 C 2.314 0.987 2.277
9 C 3.016 1.398 1.138
10 C 4.211 0.785 0.785
11 C 2.440 2.520 0.333
12 O 2.454 2.541 -0.877
13 C 1.778 3.579 1.153
14 C 1.839 4.930 0.837
15 C 1.166 5.842 1.645
16 C 0.423 5.417 2.741
17 C 0.370 4.068 3.065
18 C 1.060 3.157 2.276
19 C 1.043 1.698 2.595
20 O 0.064 1.135 3.033
21 H 7.338 0.219 3.812
22 H 7.063 1.102 2.312
23 H 8.622 0.307 2.576
24 H 6.992 -0.727 -0.565
25 H 4.408 -1.428 3.359
26 H 2.265 -0.358 3.943
27 H 4.731 1.109 -0.106
28 H 2.406 5.261 -0.023
29 H 1.223 6.896 1.407
30 H -0.123 6.131 3.342
31 H -0.200 3.675 3.896
32 C -4.849 1.981 0.758
33 N -3.854 2.825 1.386
34 C -2.479 2.736 0.931
35 C -4.146 3.680 2.383
36 O -3.332 4.399 2.934
37 H -4.580 0.930 0.881
38 H -4.917 2.202 -0.310
39 H -5.824 2.144 1.211
40 H -1.834 2.438 1.759
41 H -2.135 3.705 0.564
42 H -2.411 2.000 0.133
43 H -5.213 3.672 2.662
44 C 4.344 4.516 -4.661
45 N 4.578 3.326 -3.872
46 C 3.841 2.110 -4.173
47 C 5.452 3.300 -2.852
48 O 5.674 2.317 -2.170
49 H 3.298 4.823 -4.587
50 H 4.581 4.333 -5.711
51 H 4.972 5.327 -4.297
52 H 3.256 1.803 -3.305
53 H 4.529 1.302 -4.423
54 H 3.177 2.295 -5.014
55 H 5.953 4.268 -2.679
56 C 0.171 -1.001 -0.872
57 N 0.361 -2.203 -0.089
58 C -0.376 -3.407 -0.447
59 C 1.198 -2.232 0.964
60 O 1.404 -3.208 1.663
61 H -0.874 -0.683 -0.840
62 H 0.452 -1.172 -1.914
63 H 0.794 -0.200 -0.474
64 H -1.001 -3.726 0.386
65 H 0.324 -4.213 -0.673
66 H -1.000 -3.212 -1.309
67 H 1.694 -1.267 1.141
68 C -5.378 -3.700 0.839
69 N -6.144 -2.563 1.308
70 C -6.138 -2.234 2.723
71 C -6.865 -1.791 0.472
72 O -7.515 -0.822 0.814
73 H -5.728 -4.619 1.314
74 H -4.318 -3.571 1.064
75 H -5.495 -3.797 -0.238
76 H -7.151 -2.269 3.125
77 H -5.750 -1.226 2.877
78 H -5.512 -2.947 3.254
79 H -6.801 -2.118 -0.581
80 C -4.808 -6.506 -3.866
81 N -3.707 -5.797 -3.247
82 C -2.359 -5.986 -3.758
83 C -3.883 -4.963 -2.207
84 O -2.985 -4.351 -1.659
85 H -4.657 -7.585 -3.795
86 H -4.895 -6.234 -4.920
87 H -5.738 -6.251 -3.362
88 H -1.709 -6.378 -2.976
89 H -1.945 -5.035 -4.095
90 H -2.387 -6.684 -4.591
91 H -4.936 -4.884 -1.887

Entry 3:
This record from the OMol25 dataset describes a cluster of 2 separate species, C5H9NO in total. The level of theory is wB97M-V/def2-TZVPD.

Net charge: 0
2S+1: 1
E_HOMO (spin up / spin down): -6.480 / -6.479 eV
Energy above the lowest of the compared OMol25 structures with the same formula, charge and spin: 288.0 kJ/mol
E: -325.8279 Eh

Element x y z (Å)
1 C -1.694 -0.620 0.624
2 C -0.284 -0.375 0.184
3 C 0.858 -0.878 1.003
4 N -0.069 0.081 -1.046
5 C 1.049 0.351 -1.736
6 C 0.872 2.279 0.417
7 O 0.261 3.191 0.113
8 H -1.863 -0.239 1.639
9 H -1.945 -1.692 0.642
10 H -2.421 -0.127 -0.035
11 H 0.657 -0.715 2.069
12 H 1.793 -0.362 0.763
13 H 1.020 -1.959 0.863
14 H -0.920 0.353 -1.530
15 H 2.005 0.021 -1.364
16 H 0.938 0.801 -2.710

Entry 4:
This record from the OMol25 dataset describes a cluster of 2 separate species, C6H10O in total. The level of theory is wB97M-V/def2-TZVPD.

Net charge: 0
2S+1: 1
SMILES string: C=C1[C@H]2C[C@H]2[C@H]1O.[H][H]
E_HOMO: -9.150 eV
Energy above the lowest of the compared OMol25 structures with the same formula, charge and spin: 278.3 kJ/mol
E: -309.7364 Eh

Element x y z (Å)
1 C 2.132 0.364 0.554
2 C 0.833 0.180 0.355
3 C -0.071 -1.009 0.348
4 C -1.376 -0.698 1.036
5 C -1.153 -0.171 -0.340
6 C -0.245 1.065 -0.291
7 O -0.701 2.223 0.356
8 H 2.782 -0.444 0.882
9 H 2.586 1.336 0.372
10 H 0.236 -2.033 0.155
11 H -1.409 -0.034 1.901
12 H -2.061 -1.541 1.105
13 H -1.775 -0.456 -1.181
14 H 0.070 1.388 -1.288
15 H -0.953 1.977 1.256
16 H 0.728 -1.011 -2.288
17 H 0.378 -1.136 -2.931

Entry 5:
This record from the OMol25 dataset describes a structure of composition C30H41N6O6P3SW. The level of theory is wB97M-V/def2-TZVPD.

Net charge: +2
Expectation value of S²: 2.025
2S+1: 3
E_HOMO (spin up / spin down): -12.716 / -12.888 eV
Energy above the lowest of the compared OMol25 structures with the same formula, charge and spin: 316.7 kJ/mol
E: -3436.8128 Eh

Element x y z (Å)
1 W -0.167 -0.066 -0.196
2 C -2.854 1.130 1.370
3 C -2.193 2.220 0.512
4 N -1.741 1.585 -0.738
5 C -2.919 1.395 -1.624
6 C -2.932 0.032 -2.310
7 N -2.569 -1.038 -1.379
8 C -3.574 -1.331 -0.357
9 C -2.912 -1.322 1.025
10 N -2.071 -0.126 1.240
11 H -3.883 0.959 1.049
12 H -2.889 1.449 2.415
13 H -1.335 2.636 1.044
14 H -2.902 3.033 0.325
15 H -1.104 2.214 -1.245
16 H -2.928 2.167 -2.398
17 H -3.827 1.512 -1.032
18 H -2.195 0.023 -3.115
19 H -3.926 -0.131 -2.751
20 H -2.421 -1.862 -1.953
21 H -4.029 -2.314 -0.507
22 H -4.373 -0.588 -0.398
23 H -2.261 -2.200 1.115
24 H -3.689 -1.388 1.799
25 H -1.658 -0.290 2.166
26 N 2.352 -3.452 -2.777
27 C 1.884 -2.045 -2.808
28 C 2.564 -1.292 -3.926
29 P 0.042 -1.855 -2.813
30 O -0.330 -2.917 -1.612
31 O -0.648 -2.230 -4.047
32 O -0.109 -0.452 -2.266
33 P 2.434 -1.427 -1.118
34 O 2.471 0.178 -1.201
35 O 3.735 -2.100 -0.958
36 O 1.307 -1.693 -0.148
37 H 2.489 -3.862 -3.710
38 H 1.693 -4.029 -2.238
39 H 3.251 -3.388 -2.221
40 H 2.290 -1.700 -4.901
41 H 3.649 -1.326 -3.806
42 H 2.243 -0.251 -3.896
43 H -0.891 -3.623 -1.943
44 H 3.302 0.557 -1.506
45 C -1.711 -2.461 5.585
46 C -1.088 -3.173 4.571
47 C -0.417 -2.493 3.575
48 C -0.360 -1.096 3.588
49 C -1.024 -0.382 4.581
50 C -1.683 -1.075 5.585
51 P 0.695 -0.405 2.254
52 C 2.360 -0.671 2.955
53 C 2.524 -0.707 4.338
54 C 3.793 -0.800 4.881
55 C 4.902 -0.852 4.051
56 C 4.740 -0.802 2.676
57 C 3.474 -0.695 2.128
58 C 0.817 1.405 2.175
59 C 1.282 2.321 3.108
60 C 1.639 3.585 2.665
61 C 1.598 3.876 1.310
62 C 1.139 2.943 0.389
63 C 0.708 1.675 0.789
64 H -2.205 -2.995 6.384
65 H -1.113 -4.252 4.569
66 H 0.105 -3.023 2.787
67 H -0.997 0.699 4.585
68 H -2.171 -0.533 6.377
69 H 1.667 -0.676 4.992
70 H 3.913 -0.844 5.953
71 H 5.891 -0.934 4.477
72 H 5.600 -0.859 2.025
73 H 3.347 -0.651 1.055
74 H 1.374 2.061 4.152
75 H 1.979 4.333 3.365
76 H 1.924 4.846 0.963
77 H 1.148 3.228 -0.654
78 S 0.747 2.069 -2.796
79 C -0.273 2.369 -4.067
80 N 0.196 2.183 -5.355
81 C -0.565 2.435 -6.431
82 C -1.841 2.893 -6.257
83 C -2.269 3.088 -4.928
84 N -1.525 2.824 -3.890
85 H 1.156 1.874 -5.453
86 H -0.117 2.277 -7.399
87 H -2.478 3.116 -7.092
88 H -3.253 3.487 -4.722

Entry 6:
This record from the OMol25 dataset describes a structure of composition C8H14N5SSc. The level of theory is wB97M-V/def2-TZVPD.

Net charge: +2
2S+1: 1
E_HOMO: -16.073 eV
E: -1745.3765 Eh

Element x y z (Å)
1 Sc -0.454 1.274 -0.311
2 C 0.187 -1.437 -1.138
3 C 1.191 -1.324 0.008
4 N 1.234 0.065 0.572
5 C 1.236 0.103 2.068
6 C -0.092 -0.316 2.688
7 S -1.539 0.606 2.025
8 C -2.574 -0.722 1.294
9 C -1.872 -1.610 0.273
10 N -1.139 -0.838 -0.778
11 H 0.084 -2.485 -1.424
12 H 0.560 -0.897 -2.014
13 H 2.172 -1.607 -0.372
14 H 0.955 -2.022 0.809
15 H 2.119 0.483 0.287
16 H 1.483 1.121 2.372
17 H 2.020 -0.550 2.458
18 H -0.059 -0.116 3.758
19 H -0.303 -1.375 2.560
20 H -3.421 -0.192 0.854
21 H -2.959 -1.322 2.118
22 H -2.627 -2.246 -0.192
23 H -1.171 -2.279 0.767
24 H -1.704 -0.877 -1.626
25 N 0.173 2.490 -1.684
26 C 0.690 3.090 -2.621
27 N 1.138 3.624 -3.578
28 C 1.971 4.364 -4.272
29 N 2.701 4.994 -4.899